[1]
Below is a 2-piece molecular cluster, C3H7OS overall at a distorted geometry, with properties calculated with wB97M-V/def2-TZVPD.

Bonds (Å) are listed after each position.
Geometry (Å):
1 C -1.8420 -0.5067 0.3092  O2 1.235, H6 1.000, H7 1.055
2 O -2.4372 0.0977 1.2065  C1 1.235
3 C 0.4103 -0.2403 0.4380  C4 1.351, H8 1.151, H9 1.058
4 C 0.5082 0.8198 -0.3945  C3 1.351, S5 2.182, H10 1.143, H11 1.097
5 S 2.4664 0.6550 -1.3423  C4 2.182, H12 1.272
6 H -2.0597 -0.3084 -0.6464  C1 1.000
7 H -1.6288 -1.5192 0.5131  C1 1.055
8 H 0.5775 -0.2264 1.5763  C3 1.151
9 H 0.4406 -1.2500 0.1224  C3 1.058
10 H 0.8289 1.8314 0.0306  C4 1.143
11 H -0.1258 0.8833 -1.2870  C4 1.097
12 H 2.8617 -0.2361 -0.5258  S5 1.272

As for the orbital gap: 6.1 eV. Its HOMO energy is -2.17 eV. The calculation puts the LUMO energy at 3.98 eV. The total charge is -1. The value obtained for the relative energy (zero: lowest compared OMol25 entry of this formula, charge and spin) is 3.7699 eV.

How is the electron density shared among the atoms? According to natural (NBO), the charges in e are: number 1, C, carries 0.22; number 2, O, carries -0.71; number 3, C, carries -0.66; number 4, C, carries -0.34; number 5, S, carries -0.54; number 6, H, carries 0.09; number 7, H, carries 0.08; number 8, H, carries 0.19; number 9, H, carries 0.19; number 10, H, carries 0.21; number 11, H, carries 0.18; number 12, H, carries 0.09



[2]
Below is a 2-piece molecular cluster, C3H7OS overall, with properties calculated with wB97M-V/def2-TZVPD.

Bonds (Å) are listed after each position.
Geometry (Å):
1 C 0.1864 2.4679 -0.0656  S2 1.832, H3 1.092, H4 1.092, H5 1.091
2 S -1.4803 1.7070 -0.0711  C1 1.832
3 H 0.3171 3.1393 0.7859  C1 1.092
4 H 0.9711 1.7110 -0.0014  C1 1.092
5 H 0.3586 3.0321 -0.9831  C1 1.091
6 O 1.6665 -2.9014 0.6922  C7 1.209
7 C 1.2530 -1.8862 0.1832  O6 1.209, C8 1.494, H9 1.108
8 C -0.1144 -1.6626 -0.3755  C7 1.494, H10 1.093, H11 1.100, H12 1.084
9 H 1.9119 -1.0010 0.0786  C7 1.108
10 H -0.0295 -1.7020 -1.4640  C8 1.093
11 H -0.4184 -0.6258 -0.1682  C8 1.100
12 H -0.8343 -2.3784 0.0047  C8 1.084

As for the orbital gap: 6.2 eV. Its HOMO energy is -2.42 eV. The calculation puts the LUMO energy at 3.83 eV. The total charge is -1. The value obtained for the relative energy (zero: lowest compared OMol25 entry of this formula, charge and spin) is 0.6776 eV.

How is the electron density shared among the atoms? According to natural (NBO), the charges in e are: number 1, C, carries -0.73; number 2, S, carries -0.73; number 3, H, carries 0.17; number 4, H, carries 0.16; number 5, H, carries 0.17; number 6, O, carries -0.57; number 7, C, carries 0.46; number 8, C, carries -0.76; number 9, H, carries 0.09; number 10, H, carries 0.23; number 11, H, carries 0.30; number 12, H, carries 0.21



[3]
Below is an isolated ion of composition C3H7OS2 and charge -1 at a distorted geometry, with properties calculated with wB97M-V/def2-TZVPD.

Bonds (Å) are listed after each position.
Geometry (Å):
1 O -0.6310 -1.6430 -1.4377  C2 1.411
2 C -0.2396 -0.4229 -2.0291  O1 1.411, C3 1.546, H7 1.159, H8 1.099
3 C 0.4243 0.4644 -0.9510  C2 1.546, C4 1.533, H9 1.115, H10 1.109
4 C 0.2236 -0.0243 0.4883  C3 1.533, S5 1.814, H11 1.137, H12 1.168
5 S 0.6748 1.1607 1.7855  C4 1.814, S6 2.268
6 S -0.1729 0.2036 3.6591  S5 2.268, H13 1.300
7 H 0.5025 -0.4270 -2.9198  C2 1.159
8 H -1.1602 0.1295 -2.2613  C2 1.099
9 H 1.4608 0.8375 -1.1241  C3 1.115
10 H -0.0707 1.4563 -0.9726  C3 1.109
11 H -0.8893 -0.1758 0.6620  C4 1.137
12 H 0.6749 -1.1016 0.5118  C4 1.168
13 H -0.7971 -0.4574 4.5888  S6 1.300

As for the orbital gap: 4.3 eV. Its HOMO energy is -3.11 eV. The calculation puts the LUMO energy at 1.16 eV. The SMILES is [O-]CCCSS. The total charge is -1. The value obtained for the relative energy (zero: lowest compared OMol25 entry of this formula, charge and spin) is 4.1405 eV.

How is the electron density shared among the atoms? According to natural (NBO), the charges in e are: number 1, O, carries -0.91; number 2, C, carries -0.04; number 3, C, carries -0.44; number 4, C, carries -0.58; number 5, S, carries 0.32; number 6, S, carries -0.63; number 7, H, carries 0.10; number 8, H, carries 0.11; number 9, H, carries 0.17; number 10, H, carries 0.17; number 11, H, carries 0.25; number 12, H, carries 0.26; number 13, H, carries 0.22



[4]
Below is one molecule with the formula C3H7PS2 at a distorted geometry, with properties calculated with wB97M-V/def2-TZVPD.

Bonds (Å) are listed after each position.
Geometry (Å):
1 C -2.7924 -0.4409 -0.1593  S2 1.841, H7 1.190, H8 1.171, H9 1.014
2 S -1.0733 -1.0572 -0.3953  C1 1.841, P3 2.094
3 P -0.2416 0.0097 1.2034  S2 2.094, C4 1.827, H10 1.397
4 C 0.8340 1.0486 0.1538  P3 1.827, C5 1.428, H11 1.044
5 C 2.1804 0.7829 -0.2405  C4 1.428, S6 2.172, H12 1.100
6 S 3.8743 -0.5762 -0.2120  C5 2.172, H13 1.221
7 H -3.5055 -0.9664 -0.9544  C1 1.190
8 H -2.9591 0.6584 -0.5266  C1 1.171
9 H -3.1760 -0.5541 0.7729  C1 1.014
10 H 0.7184 -0.8699 1.7088  P3 1.397
11 H 0.4540 2.0136 0.0376  C4 1.044
12 H 2.4415 1.5553 -0.9794  C5 1.100
13 H 3.2453 -1.6037 -0.4090  S6 1.221

As for the orbital gap: 8.9 eV. Its HOMO energy is -8.92 eV. The calculation puts the LUMO energy at -0.01 eV. The SMILES is CSP/C=C\S. The value obtained for the relative energy (zero: lowest compared OMol25 entry of this formula, charge and spin) is 2.7181 eV.

How is the electron density shared among the atoms? According to natural (NBO), the charges in e are: number 1, C, carries -0.73; number 2, S, carries -0.06; number 3, P, carries 0.42; number 4, C, carries -0.55; number 5, C, carries -0.19; number 6, S, carries -0.04; number 7, H, carries 0.23; number 8, H, carries 0.22; number 9, H, carries 0.21; number 10, H, carries -0.02; number 11, H, carries 0.23; number 12, H, carries 0.19; number 13, H, carries 0.10



Question: Look up the relative energy (zero: lowest compared OMol25 entry of this formula, charge and spin) of the first one.
Answer: 3.7699 eV